# C27H37ClN5O10Pm

A structure of composition C27H37ClN5O10Pm at a distorted geometry (wB97M-V/def2-TZVPD, the Open Molecules 2025 dataset).

Each line ends with the Mulliken spin population.
Positions of all 81 atoms, in Å:
O 2.0450 1.3285 -0.7178  -0.005
C 2.8949 1.2578 -1.7853  -0.001
C 2.3344 2.0537 -2.9750  -0.004
C 0.9784 2.3828 -3.0744  -0.001
H 0.2903 2.0905 -2.2784  0.003
C 0.5144 3.0695 -4.1986  0.000
H -0.5389 3.3384 -4.2399  0.000
C 1.3750 3.4196 -5.2373  0.000
H 0.9994 3.9538 -6.1099  0.000
C 2.7261 3.0676 -5.1409  0.000
H 3.4128 3.3303 -5.9419  0.000
C 3.1999 2.3971 -4.0146  0.000
H 4.2499 2.1022 -3.9181  0.000
H 3.8727 1.7405 -1.6100  0.000
C 4.1004 -0.8845 -1.0803  -0.001
C 3.2274 -0.2154 -2.0996  0.004
H 4.6071 -1.7386 -1.5404  0.000
H 3.4768 -1.2368 -0.2415  0.001
H 4.8647 -0.1769 -0.7163  0.000
C 2.6293 -0.8279 -3.1156  -0.001
C 2.7787 -2.2587 -3.5097  0.000
H 1.9626 -0.2442 -3.7676  0.000
H 3.2014 -2.3440 -4.5218  0.000
H 1.7677 -2.6685 -3.5355  0.000
H 3.3695 -2.8545 -2.8049  0.000
Pm 0.4747 -0.0499 0.3051  4.018
Cl 0.9769 -2.5524 -1.0803  -0.004
C -0.7419 -2.5599 1.0965  0.000
O 0.1416 -1.9154 1.6969  0.003
N -1.6644 -3.2803 1.7067  0.001
C -1.5346 -3.3882 3.1550  0.000
C -2.6313 -4.0857 0.9771  0.000
H -0.8458 -2.5976 -0.0190  0.000
H -0.8008 -2.6280 3.4442  0.000
H -1.1698 -4.3876 3.4294  0.000
H -2.5032 -3.1986 3.6294  0.000
H -2.6893 -3.7626 -0.0736  0.000
H -3.6289 -3.9848 1.4198  0.000
H -2.3741 -5.1545 0.9832  0.000
H -0.3979 5.3800 -0.0392  0.000
H -2.4077 4.0374 1.0098  0.000
C -0.0963 4.3905 -0.4163  0.000
C -1.8888 3.1083 0.7155  0.001
N -0.4565 3.3617 0.5469  0.001
H 0.9903 4.3600 -0.5671  0.000
C 0.5279 2.8604 1.3045  -0.003
O 0.4926 1.7758 1.9390  0.001
H -2.0525 2.3119 1.4444  0.000
H 1.4391 3.4742 1.2823  0.001
H -0.6063 4.2010 -1.3713  0.000
H -2.2941 2.7954 -0.2636  0.000
H 4.2099 -1.2630 4.3297  0.000
H 4.7701 1.3955 4.5864  0.000
C 4.5487 -1.0633 3.3028  0.000
C 4.8809 1.4138 3.4960  0.000
N 4.1818 0.2924 2.8933  0.001
H 4.1030 -1.7851 2.6126  0.000
C 3.1644 0.4969 2.0473  -0.001
O 2.4380 -0.4345 1.6465  -0.008
H 4.4632 2.3470 3.1052  0.000
H 3.0240 1.5479 1.7200  0.000
H 5.6414 -1.1540 3.2912  0.000
H 5.9523 1.3767 3.2695  0.000
O -1.6997 0.2439 1.4974  0.000
C -2.3589 -0.1004 0.4518  -0.002
O -1.7829 -0.1070 -0.7037  -0.005
C -3.7727 -0.5842 0.6328  0.000
C -4.4719 -1.1646 -0.4216  0.000
C -5.7395 -1.7394 -0.2046  0.001
C -6.3209 -1.7493 1.0634  0.000
C -5.6254 -1.1490 2.1076  0.001
C -4.3545 -0.5649 1.9157  -0.001
N -6.1398 -1.1926 3.4605  0.000
O -7.2372 -1.7465 3.7076  0.000
O -5.4541 -0.6643 4.3707  0.000
N -6.4308 -2.3943 -1.2974  0.000
O -5.9163 -2.4077 -2.4383  0.000
O -7.5404 -2.9360 -1.0717  0.000
H -4.0269 -1.1757 -1.4211  0.000
H -7.2789 -2.2294 1.2265  0.000
H -3.8259 -0.1024 2.7437  0.000

Forces on atoms 1 to 2 (eV/Å):
-1.296 -0.334 1.500
0.119 -0.089 -1.030

LUMO (spin up / spin down)   -0.0599 / -0.0599 hartree
⟨S²⟩   6.004
Molecular weight   772.071 g/mol
HOMO-LUMO gap (spin up / spin down)   6.16 / 6.16 eV
Highest occupied orbital energy (spin up / spin down)   -7.79 / -7.79 eV
Max |F|   3.700 eV/A
Energy above the lowest of the compared OMol25 structures with the same formula, charge and spin   0.000 eV
2S+1   5
Energy   -3145.78612 a.u.

***

# C27H37F15INO14

A cluster of 6 separate species, C27H37F15INO14 in total at a distorted geometry (wB97M-V/def2-TZVPD, the Open Molecules 2025 dataset).

Each line ends with the Mulliken charge.
Positions of all 95 atoms, in Å:
O 2.1124 4.9495 -1.3302  -0.535
C 2.5579 4.1247 -2.0954  0.569
O 3.7428 3.4992 -1.8331  -0.390
C 1.8497 3.7287 -3.3713  -0.591
C 2.1314 2.3282 -3.9205  -0.825
N 1.1965 1.2955 -3.4715  -0.088
C 0.8500 1.2376 -2.1346  0.471
O -0.3343 1.2375 -1.7996  -0.644
O 1.8463 1.1637 -1.2263  -0.118
C 1.8588 -0.0963 -0.5317  -0.363
C 2.4076 0.0676 0.8739  -0.294
C 3.9019 -0.2118 1.0099  -1.278
I 5.0766 1.5755 0.8718  -0.021
H 4.3775 3.6553 -2.5364  0.315
H 0.7910 3.9246 -3.2725  0.312
H 2.2217 4.4447 -4.1040  0.398
H 2.0231 2.3747 -4.9967  0.453
H 3.1576 2.0477 -3.7268  0.315
H 0.3626 1.2609 -4.0304  0.333
H 2.5191 -0.7628 -1.0808  0.161
H 0.8598 -0.5098 -0.4949  0.370
H 1.8886 -0.6645 1.4877  0.076
H 2.1792 1.0586 1.2395  0.383
H 4.0958 -0.6167 1.9898  0.525
H 4.2444 -0.8949 0.2480  0.451
C -2.2398 -2.6955 -3.0890  -0.937
C -0.8266 -2.2923 -3.4357  0.080
O -0.0524 -3.4249 -3.8854  -0.353
C -0.1808 -3.7567 -5.1581  0.299
O -0.8570 -3.2236 -5.9819  -0.521
C 0.7311 -4.9587 -5.4557  0.888
F 0.6430 -5.8688 -4.4801  -0.234
F 2.0033 -4.5584 -5.5345  -0.259
F 0.4028 -5.5341 -6.6001  -0.245
H -2.2371 -3.5021 -2.3546  0.277
H -2.7744 -1.8423 -2.6759  0.106
H -2.7784 -3.0498 -3.9677  0.406
H -0.3140 -1.9192 -2.5515  0.135
H -0.8083 -1.5034 -4.1856  0.333
C 2.1219 5.9199 1.6793  -0.830
C 2.4979 7.3432 1.3483  -0.235
O 1.8711 8.2820 2.2516  -0.321
C 2.4819 8.4766 3.4046  0.319
O 3.4948 7.9727 3.7826  -0.510
C 1.7063 9.5241 4.2229  0.921
F 0.3924 9.2995 4.1834  -0.247
F 1.9352 10.7453 3.7276  -0.256
F 2.0956 9.5083 5.4892  -0.242
H 1.0376 5.8046 1.6861  0.308
H 2.5398 5.2465 0.9414  0.129
H 2.4928 5.6333 2.6644  0.360
H 2.1348 7.6128 0.3594  0.269
H 3.5769 7.4885 1.3608  0.336
C -7.7931 0.3202 -2.0145  -1.105
C -6.8418 1.4078 -1.5670  -0.222
O -5.9105 0.9116 -0.5846  -0.317
C -4.8526 0.2786 -1.0567  0.281
O -4.5871 0.0711 -2.2014  -0.523
C -3.9423 -0.1455 0.1077  0.973
F -4.6447 -0.6754 1.1112  -0.284
F -3.2773 0.9084 0.5780  -0.259
F -3.0638 -1.0470 -0.3103  -0.189
H -8.3052 -0.1147 -1.1561  0.308
H -8.5372 0.7308 -2.6955  0.373
H -7.2603 -0.4800 -2.5269  0.310
H -7.3791 2.2114 -1.0695  0.323
H -6.2968 1.8365 -2.4061  0.320
C 0.2263 -7.2129 -1.4968  -1.038
C 1.1086 -6.1582 -0.8685  -0.046
O 0.8761 -6.0561 0.5509  -0.268
C 1.5131 -6.9319 1.3091  0.270
O 2.2553 -7.7918 0.9476  -0.515
C 1.1910 -6.6576 2.7887  0.943
F -0.1102 -6.4265 2.9667  -0.246
F 1.8678 -5.5841 3.2054  -0.241
F 1.5402 -7.6914 3.5389  -0.251
H -0.8221 -7.0144 -1.2720  0.292
H 0.3595 -7.2150 -2.5746  0.278
H 0.4648 -8.2061 -1.1172  0.373
H 0.8731 -5.1740 -1.2682  0.141
H 2.1632 -6.3520 -1.0573  0.335
C -1.9751 -2.1745 6.1123  -1.160
C -2.0921 -1.1476 5.0078  -0.151
O -0.9691 -0.2432 5.0182  -0.317
C 0.1229 -0.6697 4.4118  0.317
O 0.2804 -1.7158 3.8598  -0.526
C 1.2029 0.4236 4.4622  0.971
F 1.2847 0.9842 5.6662  -0.255
F 0.9154 1.3807 3.5751  -0.249
F 2.3871 -0.0906 4.1550  -0.237
H -1.8613 -1.6831 7.0785  0.306
H -2.8674 -2.7984 6.1388  0.383
H -1.1090 -2.8173 5.9595  0.320
H -2.9659 -0.5177 5.1551  0.335
H -2.1768 -1.6168 4.0291  0.283

Forces on atoms 1 to 2 (eV/Å):
0.393 -0.979 -0.786
-0.596 0.730 0.917

LUMO   0.0045 hartree
Molecular weight   1011.460 g/mol
Structure (SMILES)   O=C(O)CCNC(=O)OCCCI.CCOC(=O)C(F)(F)F.CCOC(=O)C(F)(F)F.CCOC(=O)C(F)(F)F.CCOC(=O)C(F)(F)F.CCOC(=O)C(F)(F)F
HOMO-LUMO gap   9.34 eV
Highest occupied orbital energy   -9.22 eV
Max |F|   2.572 eV/A
Energy   -3954.93380 a.u.